Computed, not measured: a single C4H5NO2 molecule at a distorted geometry, with ωB97M-V/def2-TZVPD.

```
12
C4H5NO2 ωB97M-V/def2-TZVPD
O -1.539 0.277 -0.889
C -0.831 -0.685 -0.945
C 0.349 -1.227 -0.237
O 0.794 -2.295 -0.222
C 0.747 -0.181 0.697
C 0.433 1.300 0.186
N -0.320 0.602 1.362
H -1.153 -1.445 -1.782
H 1.689 -0.396 1.343
H 1.046 2.220 0.321
H -0.006 1.398 -0.866
H -1.211 0.431 1.031
```

## Properties
LUMO energy = -1.04 eV
SMILES = O=CC(=O)[C@H]1CN1
ΔE to the lowest compared entry with this formula, charge and spin = 101.7 kcal/mol
HOMO-LUMO gap = 8.548 eV


Computed, not measured: 2 unconnected molecules or ions with the total composition C6H6Cl3N3O2 at a distorted geometry, with ωB97M-V/def2-TZVPD.

```
20
C6H6Cl3N3O2 ωB97M-V/def2-TZVPD
N 2.115 -1.562 -1.401
N 1.073 -0.613 -1.284
C -0.147 -1.034 -1.046
C -1.232 -0.164 -0.959
C -2.657 -0.623 -0.694
O -3.470 0.312 -0.532
O -2.907 -1.834 -0.627
C -0.880 1.166 -1.115
C 0.466 1.457 -1.327
N 1.478 0.625 -1.439
H 1.781 -2.455 -1.049
H 2.801 -1.262 -0.708
H -0.332 -2.097 -0.914
H -1.610 1.964 -1.076
H 0.738 2.506 -1.413
C 0.459 0.669 3.171
Cl -0.128 0.335 1.533
Cl 2.063 -0.033 3.409
Cl 0.486 2.405 3.475
H -0.222 0.209 3.876
```

## Properties
LUMO energy = -1.44 eV
ΔE to the lowest compared entry with this formula, charge and spin = 46.6 kcal/mol
HOMO-LUMO gap = 7.080 eV


Computed, not measured: a single C3H4N4O molecule at a distorted geometry, with ωB97M-V/def2-TZVPD.

```
12
C3H4N4O ωB97M-V/def2-TZVPD
H 0.449 2.898 1.240
N 1.053 2.459 0.606
C 0.741 1.231 0.259
N 1.404 0.666 -0.898
C 0.910 -0.472 -0.976
N -0.139 -0.811 0.092
C -1.080 -1.645 -0.216
O -2.275 -1.757 0.232
N -0.231 0.424 0.770
H 0.996 -1.034 -2.051
H -0.686 -2.302 -1.124
H -0.594 0.652 1.686
```

## Properties
LUMO energy = 0.12 eV
SMILES = [H]/N=c1/ncn(C=O)[nH]1
ΔE to the lowest compared entry with this formula, charge and spin = 75.1 kcal/mol
HOMO-LUMO gap = 9.415 eV